# 1
A molecular structure, C36H90N6Na3O16P, computed with ωB97M-V with the def2-TZVPD basis set.

```
152
C36H90N6Na3O16P ωB97M-V with the def2-TZVPD basis set
H 9.27 23.27 -16.09
N 11.53 26.35 -17.95
H 8.33 22.08 -13.53
Na 13.92 22.59 -16.92
C 12.05 24.93 -19.99
H 12.54 28.81 -11.83
H 13.59 29.66 -15.72
O 15.06 23.38 -9.99
H 11.49 28.99 -18.45
H 13.54 28.27 -13.70
H 9.04 28.32 -15.48
H 10.87 31.27 -15.79
Na 10.43 25.62 -15.68
C 11.51 20.67 -17.16
C 8.12 22.89 -17.79
H 12.44 31.07 -18.60
H 10.53 26.43 -19.82
H 12.76 30.67 -20.31
C 13.85 25.21 -21.46
C 16.10 23.46 -15.03
O 8.19 26.47 -15.57
H 14.68 20.23 -19.77
H 16.33 25.91 -16.02
H 19.70 18.91 -14.35
H 15.37 19.81 -13.64
H 7.10 25.91 -17.22
H 9.01 22.56 -18.34
C 12.62 29.31 -15.30
H 13.73 22.11 -10.96
H 14.32 25.95 -22.10
H 11.54 24.11 -20.51
H 17.25 21.77 -15.67
O 12.08 30.29 -14.44
H 7.80 24.60 -19.03
H 11.93 26.32 -14.05
H 7.60 21.99 -17.42
H 16.73 21.78 -13.93
H 7.80 24.19 -14.82
C 12.60 20.81 -19.34
H 13.90 21.25 -20.99
H 8.43 24.64 -11.58
H 14.43 21.58 -14.95
H 15.87 21.47 -10.05
H 14.60 25.44 -15.89
N 11.65 27.31 -14.17
H 6.42 24.48 -21.01
H 12.14 20.03 -19.97
N 8.57 23.72 -16.69
O 11.07 28.02 -10.58
H 10.04 20.06 -18.65
H 12.07 28.24 -19.96
C 12.69 27.22 -18.17
H 16.94 22.79 -9.54
C 7.99 22.22 -12.49
H 11.90 25.55 -17.41
C 12.86 28.03 -14.54
H 16.52 21.70 -19.33
H 6.58 23.60 -15.92
N 12.72 20.40 -17.93
H 15.41 25.53 -17.48
C 15.38 19.79 -14.75
C 15.54 25.28 -16.43
C 16.15 22.51 -10.23
H 12.91 19.40 -17.91
H 13.44 27.34 -15.16
H 11.96 29.15 -16.17
C 9.52 17.69 -17.81
O 12.70 25.79 -20.90
C 11.83 28.24 -9.41
H 7.60 21.27 -12.12
C 7.48 24.24 -15.87
H 13.62 24.30 -22.03
H 16.52 22.61 -11.26
O 12.00 24.65 -13.94
H 9.62 24.24 -12.83
H 9.43 20.16 -16.95
H 14.57 24.94 -20.67
H 5.16 23.31 -20.49
H 14.48 19.23 -15.05
C 8.21 27.82 -15.97
C 14.01 23.17 -10.92
H 16.37 17.92 -15.04
H 8.35 27.92 -17.06
H 12.62 27.49 -9.31
H 10.25 25.01 -18.85
H 12.29 29.24 -9.43
H 7.17 22.95 -12.52
C 9.32 24.04 -11.80
H 14.10 31.20 -19.29
C 15.84 22.51 -19.64
H 11.87 24.21 -12.25
H 12.57 31.81 -15.76
H 6.30 23.91 -18.36
C 16.43 21.98 -14.97
H 9.84 16.66 -17.70
N 15.28 21.12 -15.31
C 7.16 25.70 -16.15
O 7.10 22.85 -19.92
C 18.80 18.47 -14.79
H 12.01 21.73 -19.37
C 13.97 21.06 -19.91
O 13.48 29.32 -18.89
H 6.20 25.96 -15.67
H 9.23 17.90 -18.85
H 12.54 27.04 -11.66
H 10.49 28.72 -13.18
H 11.29 21.74 -17.19
H 16.64 19.13 -16.31
H 13.15 25.06 -10.54
H 14.36 23.47 -11.92
C 11.89 27.93 -11.73
C 16.56 18.99 -15.22
H 18.99 18.31 -15.85
H 10.18 27.09 -12.71
C 10.28 19.89 -17.59
H 18.60 17.52 -14.28
H 11.71 20.43 -16.11
C 6.20 23.42 -20.84
Na 11.21 21.89 -13.09
H 15.24 23.74 -14.42
H 8.62 17.87 -17.19
H 17.00 23.97 -14.64
O 9.02 22.66 -11.64
H 12.63 23.83 -9.42
C 11.00 27.78 -12.94
C 11.73 31.46 -15.14
O 10.55 22.94 -14.96
C 13.17 30.63 -19.29
H 13.08 27.48 -17.19
H 7.27 28.33 -15.72
P 11.98 23.54 -15.01
H 16.13 23.43 -19.14
C 7.28 23.66 -18.79
O 10.58 18.52 -17.41
O 13.01 22.44 -14.68
H 6.31 22.92 -21.80
H 13.52 26.71 -18.69
H 11.13 28.24 -8.58
O 12.25 24.19 -16.38
H 12.78 24.48 -19.30
C 11.03 25.70 -19.18
H 10.51 25.45 -10.67
H 11.51 32.22 -14.40
O 14.51 22.21 -19.27
O 17.75 19.39 -14.58
C 12.35 28.48 -18.92
C 10.45 24.37 -10.84
C 12.84 24.00 -10.48
O 15.91 23.90 -16.38
H 10.20 23.91 -9.87
H 15.95 22.61 -20.72
N 11.69 23.78 -11.33
```

The net charge is 0. Its highest occupied orbital energy is -8.0 eV.

---

# 2
C8H20N2 in the gas phase, computed with ωB97M-V with the def2-TZVPD basis set.

```
30
C8H20N2 ωB97M-V with the def2-TZVPD basis set
C 1.74 0.30 -1.27
H -2.28 -0.14 1.82
H -0.42 -2.61 0.59
N 0.30 -2.03 0.19
H -2.36 1.88 -0.32
H -2.37 -1.60 0.82
N 2.63 -0.75 0.79
H 1.13 2.29 0.41
H -0.68 2.03 -0.77
H 1.15 1.41 1.95
H -1.15 1.95 0.95
H 1.62 -0.63 -1.82
C -2.38 -0.51 0.80
H 2.64 1.66 1.05
H 0.02 -0.59 1.64
H 2.78 0.60 -1.36
H -2.46 -0.04 -1.88
C 0.16 -0.64 0.55
H 1.12 1.07 -1.73
C -1.26 0.04 -0.09
H -1.56 -1.52 -1.58
C 1.43 0.14 0.21
H 2.53 -0.81 1.80
H -3.35 -0.19 0.43
H 2.56 -1.70 0.44
C -1.35 1.57 -0.05
H 0.45 -2.16 -0.80
H -0.74 -0.08 -2.21
C -1.50 -0.43 -1.52
C 1.58 1.46 0.95
```

The net charge is 0. The structure (SMILES) is CC(C)(C)[C@@H](N)C(C)(C)N. Its highest occupied orbital energy is -8.8 eV.

---

# 3
9 unconnected molecules or ions with the total composition C33H67O25, computed with ωB97M-V with the def2-TZVPD basis set.

```
125
C33H67O25 ωB97M-V with the def2-TZVPD basis set
O -0.52 3.32 3.35
O -1.62 -0.67 4.40
H -3.23 0.59 -0.37
H 7.00 3.63 -1.62
H -5.72 4.14 -3.96
O -4.47 -1.52 -1.65
H -0.92 6.39 6.08
H -0.45 -1.82 0.33
C -3.64 2.31 -2.04
O 2.41 -5.48 -5.72
C -0.12 3.29 -1.44
H 6.20 -6.08 2.62
H -3.68 2.25 2.03
H -1.90 -1.04 2.32
O 4.56 -6.19 -5.34
H -3.09 -2.65 -0.08
H 3.62 -3.14 -1.84
C -0.06 -1.03 -0.32
O -4.49 3.33 -2.58
H 3.33 -4.72 -1.10
H 0.35 7.12 4.27
C 4.64 0.90 -1.31
H -4.46 -1.34 8.83
C 0.20 2.29 -2.60
H -8.94 0.03 -2.89
C -2.84 -0.94 4.85
H 0.12 3.03 -0.41
O -3.53 2.49 -0.77
C -7.10 -0.64 -2.17
H 4.02 -6.76 -7.31
H -4.15 3.42 -4.61
H 2.03 -0.28 -2.84
H 8.02 2.56 -0.55
H -2.34 3.30 -7.10
H 0.05 -0.17 0.34
O -1.32 1.47 -4.71
H -6.71 0.37 -2.23
H 2.02 -3.41 -1.18
H -0.98 1.62 2.38
C -5.30 -1.64 -0.79
H -4.88 1.30 1.07
H 3.50 -0.78 -3.16
O -5.07 -2.24 0.37
C -0.09 2.10 2.79
H 2.19 -3.44 -3.54
C 3.56 -1.82 1.31
O 3.39 0.85 -1.77
O -0.91 -0.74 -1.39
C 0.92 6.62 5.05
C 3.37 -0.30 1.76
O 5.43 -0.03 -1.32
O 0.22 2.85 -3.90
C 4.86 -6.50 -6.67
H -4.12 -3.84 0.90
O -6.61 -1.35 -0.96
H 0.22 5.35 6.66
H -3.17 -0.38 8.94
O -2.94 -0.27 6.03
H 7.20 -5.05 1.56
C -0.69 2.48 -4.80
H 2.71 -1.12 -1.51
C -3.60 -1.08 8.22
H 2.63 -2.33 1.08
H 0.40 1.40 3.46
O -0.58 3.29 -5.96
H 7.51 -5.09 3.32
H -4.61 0.57 7.08
H -1.15 3.64 -1.51
H -3.46 0.52 1.90
H 5.73 3.40 0.41
C -4.07 -0.36 6.90
C -3.84 -2.80 0.70
O -3.35 1.31 -2.72
C -3.05 1.55 0.10
C 2.87 -3.91 -1.66
H 1.63 -5.00 -3.16
O 3.56 -5.20 -3.73
H 6.29 1.80 0.67
C 6.03 2.50 -0.12
C 3.47 -5.58 -4.99
C -1.30 2.98 -7.20
H 1.20 1.87 -2.50
O 4.67 -4.45 0.93
H 1.79 6.06 4.72
C 4.96 -3.71 1.80
C -1.18 -1.12 3.13
C -0.12 5.75 5.70
H -3.45 -2.45 1.65
H 7.10 1.90 -1.89
H -8.89 -1.67 -2.47
H -0.93 3.49 -8.09
H -1.13 1.97 -7.58
H 4.08 -1.74 0.36
H 3.26 -0.23 2.84
H 0.44 4.22 -1.55
H -0.47 1.44 -2.52
C -0.04 3.74 4.52
H 5.40 -5.63 -7.06
C 2.96 -0.40 -2.29
H -6.82 -1.08 -3.12
H 1.25 7.32 5.82
C 6.74 -5.14 2.55
H -0.27 -0.59 2.86
O 4.82 2.13 -0.76
H 2.57 0.12 1.15
H -2.00 1.66 0.37
C -8.65 -0.67 -2.11
C -3.84 1.39 1.38
H 5.56 -7.33 -6.76
O 0.70 3.15 5.31
H 0.59 2.23 1.95
C -4.99 3.34 -3.92
H 4.30 0.21 1.51
C 2.53 -4.39 -3.11
H -1.04 -2.19 3.30
O 5.91 -4.04 2.74
H -9.07 -0.26 -1.19
O -3.64 -1.74 4.33
O 4.40 -2.52 2.15
H -2.91 -1.92 8.14
H -5.60 2.47 -4.15
O -0.59 4.89 4.75
H 0.90 -1.37 -0.71
C 7.09 2.67 -1.11
H -4.79 -1.03 6.42
```

The net charge is 0. As for the multiplicity: 2. Its highest occupied orbital energy (alpha / beta) is -10.2 / -10.2 eV.

---

# 4
2 unconnected molecules or ions with the total composition C5H13N, computed with ωB97M-V with the def2-TZVPD basis set.

```
19
C5H13N ωB97M-V with the def2-TZVPD basis set
H 0.37 0.56 0.93
H 0.82 -1.90 1.25
H 2.48 -3.54 1.73
H -1.19 0.13 1.60
H -1.09 3.05 -3.00
H 1.15 -1.85 -0.31
H -0.86 -0.18 -0.10
H 1.38 -4.17 0.49
C -1.25 1.89 0.30
C 2.10 -3.38 0.72
H -2.34 1.84 0.24
N 1.57 -2.03 0.59
C -1.47 2.64 -2.08
H 2.93 -3.50 0.03
H 0.36 2.42 -1.11
C -0.70 0.53 0.71
H -0.99 2.65 1.04
H -2.55 2.48 -2.01
C -0.72 2.34 -1.03
```

The net charge is 0. The structure (SMILES) is C=CCC.CN. Its highest occupied orbital energy is -9.3 eV.

---

# 5
A molecular structure, C4H4I2, computed with ωB97M-V with the def2-TZVPD basis set.

```
10
C4H4I2 ωB97M-V with the def2-TZVPD basis set
H 0.45 -1.05 -0.68
C -0.93 0.78 -0.54
I -2.47 1.50 -1.68
H 1.19 0.78 -0.11
C -0.55 -1.07 -0.28
H -1.36 -1.67 -0.49
C -0.79 0.07 0.67
C 0.22 1.14 0.39
I -1.94 -0.16 2.47
H 0.30 2.03 1.03
```

The net charge is 0. Its highest occupied orbital energy is -8.5 eV.

---

# 6
A molecular structure, C29H32N3O12Ti, computed with ωB97M-V with the def2-TZVPD basis set.

```
77
C29H32N3O12Ti ωB97M-V with the def2-TZVPD basis set
C -0.99 -1.52 -3.47
H -0.73 1.70 -4.32
O 1.54 0.18 -5.64
H -2.38 1.04 -2.77
C 0.03 2.32 6.61
C 1.16 -0.67 -4.66
H -2.16 -1.19 -1.62
C -2.93 -2.22 1.05
H 2.53 -0.18 3.93
H -0.12 3.18 -0.28
H -1.91 1.90 0.76
H -0.22 -3.36 -7.02
H 0.53 2.78 -1.88
C -0.18 1.13 4.10
O 1.88 -1.52 -4.17
H 1.65 -2.08 2.19
O 0.03 0.48 -0.68
C -1.07 -3.60 1.05
H -2.38 -3.42 -0.77
C 2.09 -1.12 1.92
H 3.44 1.16 -0.16
C -0.80 -0.35 -5.79
H -2.96 1.95 -0.68
H 0.60 4.13 5.56
O 0.94 2.68 1.91
N 0.35 2.83 7.92
H 2.98 0.79 -6.87
C 3.12 0.97 2.07
H -0.65 0.41 7.39
C 0.22 2.50 4.21
H -3.84 -1.71 0.74
C -0.96 1.34 -1.14
H 3.61 -0.02 -5.40
Ti 1.02 0.83 1.64
C -0.40 0.94 -3.60
H -1.13 3.40 -1.72
H -2.68 -1.57 3.18
C -0.37 -2.79 -6.10
O 0.82 3.98 8.02
C -0.44 0.39 5.26
O -1.66 -1.60 5.42
C -1.39 0.71 -2.46
H -0.34 -2.39 -3.33
C 0.29 3.10 5.48
N -0.59 -1.07 5.08
H -0.18 -1.60 -0.44
C 2.42 -0.69 0.60
C -2.16 1.39 -0.19
H -0.53 -3.18 3.18
O -0.65 -1.44 -6.58
O 0.16 2.08 8.90
H 0.60 1.21 -3.22
H -1.94 -1.82 -3.92
H 3.62 1.85 2.47
H -2.53 0.38 0.05
H -0.31 -4.32 0.74
C -2.32 -2.15 2.34
C -2.16 -3.13 0.25
C 3.04 0.60 0.68
H 2.87 -0.99 -6.72
O -1.25 0.68 -6.25
O 0.76 4.48 3.16
O 0.38 -1.68 4.59
H 0.54 -2.83 -5.49
C -1.30 -0.80 -2.17
H 0.85 -1.03 -1.77
H 2.36 -1.31 -0.29
N 0.61 3.27 3.09
C -1.18 -3.00 2.34
C -0.41 0.99 6.50
C -0.31 -0.43 -4.34
C -0.10 -0.85 -1.24
O -0.23 0.44 2.95
C 2.52 -0.10 2.84
C -0.38 2.76 -1.26
H -1.23 -3.19 -5.55
C 2.84 -0.04 -6.18
```

The net charge is -2. As for the multiplicity: 2. Its highest occupied orbital energy (alpha / beta) is 0.2 / 0.4 eV.

---

# 7
A molecular structure, C35H45O5PdSe, computed with ωB97M-V with the def2-TZVPD basis set.

```
87
C35H45O5PdSe ωB97M-V with the def2-TZVPD basis set
C -0.34 1.27 -0.94
C -1.55 4.40 2.74
H -4.65 4.74 -2.25
H 2.49 -4.68 3.08
C -4.11 -3.54 0.19
H -4.92 2.55 -3.28
H -1.69 5.21 2.03
H 9.84 1.74 -3.15
H -4.77 3.10 0.36
Pd 2.66 0.29 -0.09
C 7.43 1.11 -0.87
H -4.53 -3.63 -2.50
H 0.29 -5.14 3.97
H -5.80 2.79 -1.03
C -1.51 1.62 -1.55
C 0.79 -2.55 3.51
C -3.96 2.23 -2.89
H 9.55 1.42 -0.71
H -2.89 4.75 -2.44
H 0.50 1.66 3.14
C 6.49 1.22 -3.09
H -3.82 -2.07 -2.08
O 1.17 1.51 0.84
C -3.07 -3.76 -0.92
H -2.57 -5.78 -0.24
C -0.83 2.78 0.96
C 6.32 1.05 -1.71
H -0.19 -2.13 3.72
C 0.02 -1.54 -0.72
H 1.08 4.72 3.08
C -2.86 -5.26 -1.15
C 8.85 1.54 -2.74
H -4.82 1.48 -0.36
C 0.85 4.22 2.14
C -3.71 4.45 -1.78
H -1.25 4.85 3.69
H -5.07 -3.95 -0.13
H -2.89 -3.25 -3.04
C -3.71 2.93 -1.55
O 4.92 0.23 0.03
H -3.20 2.49 -3.63
O 3.92 1.19 -1.66
H 1.19 -2.97 4.44
C 0.68 -3.68 2.45
C 7.77 1.46 -3.59
H -2.68 3.77 0.78
C -0.46 3.43 2.29
C 0.70 -2.04 0.44
H -3.62 5.00 -0.84
H 5.70 1.24 -4.83
H -4.24 -2.48 0.41
H -0.26 -5.64 2.38
H -2.10 -5.44 -1.91
H -0.08 2.82 4.33
C 5.00 0.80 -1.09
H 0.75 4.99 1.36
C -0.18 -4.79 3.05
C 0.06 -3.13 1.18
H -1.60 -1.68 -2.07
H 1.46 -1.76 3.18
H -2.50 3.89 2.91
H -3.80 -5.71 -1.50
H 1.68 3.57 1.89
Se 0.79 -0.08 -1.76
H -1.75 1.18 -2.51
H 7.28 0.96 0.19
C -1.76 -3.14 -0.47
C -0.31 2.34 3.37
O 5.42 1.11 -3.92
C 0.07 1.83 0.31
H 2.01 -5.07 1.42
C 8.69 1.36 -1.38
H 7.90 1.59 -4.66
C -2.39 2.53 -0.93
C -1.12 -3.62 0.68
C -3.60 -3.13 -2.21
H -1.18 -4.43 3.30
H -3.99 1.14 -2.78
H -3.82 -4.05 1.12
H 2.76 -3.50 1.79
C -1.15 -2.08 -1.17
C -2.01 3.07 0.31
C -4.84 2.55 -0.58
C 2.08 -4.26 2.16
H -1.60 -4.43 1.22
O 1.81 -1.57 0.81
H -1.23 1.78 3.49
```

The net charge is +1. As for the multiplicity: 5. Its highest occupied orbital energy (alpha / beta) is -10.4 / -10.4 eV.

---

How do the records compare in relative energy (zero: lowest compared OMol25 entry of this formula, charge and spin)? In the order shown, they have 0.00 7.83 26.15 28.43 52.79 0.00 0.00 kcal per mole.